1.
Formula: C20H55ClN6O3P3
Source: the Open Molecules 2025 dataset
Level of theory: wB97M-V/def2-TZVPD

```
88
C20H55ClN6O3P3 wB97M-V/def2-TZVPD
C -4.287 -4.061 2.071
C -3.570 -3.946 0.580
C -2.040 -3.357 0.624
P -1.971 -1.423 0.849
O -2.185 -1.142 2.574
C -3.379 -0.726 -0.238
C -3.369 0.901 -0.434
C -0.301 -0.695 0.237
Cl 0.382 -1.676 -1.224
C 0.849 -0.580 1.416
C 0.657 0.707 2.415
H -3.784 -3.378 2.886
H -4.325 -5.180 2.431
H -5.425 -3.729 1.930
H -3.526 -5.048 0.126
H -4.316 -3.351 -0.098
H -1.538 -3.617 -0.401
H -1.385 -3.842 1.494
H -2.451 -0.193 2.756
H -3.287 -1.271 -1.293
H -4.392 -1.025 0.269
H -2.345 1.353 -0.786
H -4.141 1.133 -1.315
H -3.816 1.481 0.509
H -0.491 0.395 -0.156
H 0.944 -1.572 2.032
H 1.882 -0.404 0.846
H 0.693 1.696 1.784
H 1.582 0.744 3.165
H -0.324 0.638 3.088
O -1.169 3.527 3.892
P -1.608 4.850 4.567
N -0.750 5.777 3.442
C 0.464 6.534 3.632
C -1.146 5.703 2.039
N -0.652 4.579 5.971
C 0.402 5.440 6.481
C -0.340 3.191 6.326
N -2.112 6.371 5.342
C -3.079 6.095 6.430
C -2.761 7.381 4.487
H 0.398 7.198 4.495
H 0.674 7.207 2.792
H 1.328 5.872 3.741
H -1.933 6.433 1.831
H -1.538 4.714 1.775
H -0.314 5.898 1.351
H 1.336 5.313 5.927
H 0.615 5.215 7.533
H 0.123 6.496 6.482
H 0.484 2.802 5.717
H -1.217 2.546 6.190
H -0.061 3.095 7.381
H -4.003 5.660 6.034
H -3.324 7.012 6.978
H -2.676 5.399 7.171
H -3.580 6.944 3.906
H -2.054 7.853 3.800
H -3.162 8.208 5.085
O 0.921 -4.695 -6.229
P 2.368 -4.177 -6.416
N 3.023 -5.663 -5.945
C 3.715 -5.999 -4.723
C 2.737 -6.837 -6.763
N 2.276 -3.110 -5.070
C 3.136 -3.118 -3.898
C 0.952 -2.616 -4.680
N 4.031 -3.582 -6.631
C 4.017 -2.218 -7.209
C 4.921 -4.368 -7.503
H 4.521 -5.297 -4.505
H 4.215 -6.973 -4.779
H 3.022 -6.040 -3.877
H 3.473 -6.925 -7.566
H 1.747 -6.778 -7.231
H 2.750 -7.770 -6.188
H 2.849 -3.898 -3.189
H 3.082 -2.159 -3.367
H 4.193 -3.228 -4.150
H 0.407 -3.365 -4.095
H 0.357 -2.353 -5.564
H 1.020 -1.699 -4.084
H 3.586 -2.223 -8.216
H 5.029 -1.802 -7.257
H 3.432 -1.520 -6.602
H 4.450 -4.577 -8.469
H 5.217 -5.315 -7.043
H 5.866 -3.841 -7.685
```

Results
Kohn-Sham gap (Ha): 0.2190
Energy relative to the best compared isomer or geometry (same formula, charge and spin) (kJ/mol): 1047.5
E (eV): -77089.5467
E_HOMO (eV): -9.22
Net charge: +1

2.
Formula: C7H6O3S
Source: the Open Molecules 2025 dataset
Level of theory: wB97M-V/def2-TZVPD

```
17
C7H6O3S wB97M-V/def2-TZVPD
C -1.802 0.592 2.080
C -1.646 -0.721 1.562
C -1.169 1.741 1.663
C -0.586 -0.913 0.677
C -0.046 1.545 0.787
C 0.002 0.272 0.349
C 1.993 -0.812 -1.323
O 2.797 -0.914 -3.977
O 0.565 0.027 -3.457
O 1.422 -1.937 -1.949
S 1.754 -0.654 -3.027
H -2.704 0.738 2.704
H -2.317 -1.569 1.966
H -1.413 2.708 2.115
H -0.106 -1.771 0.191
H 0.260 2.605 0.497
H 2.996 -0.937 -0.858
```

Results
Kohn-Sham gap (spin up / spin down) (Ha): 0.2822 / 0.3483
Energy relative to the best compared isomer or geometry (same formula, charge and spin) (kJ/mol): 641.3
E (eV): -24326.2686
E_HOMO (spin up / spin down) (eV): -8.72 / -9.66
Net charge: 0

3.
Formula: C33H93FN15O8P5
Source: the Open Molecules 2025 dataset
Level of theory: wB97M-V/def2-TZVPD

```
155
C33H93FN15O8P5 wB97M-V/def2-TZVPD
C 3.892 6.077 -3.159
C 3.490 5.873 -4.609
O 2.167 5.399 -4.516
C 1.644 5.832 -3.326
O 0.496 5.834 -3.057
O 2.624 6.414 -2.591
F 4.272 4.928 -5.207
H 4.585 6.913 -3.079
H 4.340 5.221 -2.657
H 3.518 6.755 -5.249
O -1.227 -0.578 -1.501
P -0.212 0.458 -1.764
N 0.326 0.597 -3.317
C -0.669 0.496 -4.383
C 1.703 0.784 -3.725
N 1.229 0.237 -0.925
C 1.826 -1.082 -1.160
C 1.206 0.515 0.495
N -0.741 1.961 -1.362
C 0.037 3.145 -1.685
C -1.722 2.096 -0.273
H -0.194 0.110 -5.286
H -1.088 1.481 -4.601
H -1.435 -0.230 -4.114
H 2.297 1.258 -2.947
H 1.726 1.507 -4.551
H 2.199 -0.135 -4.058
H 2.849 -1.128 -0.786
H 1.259 -1.864 -0.630
H 1.744 -1.317 -2.214
H 2.230 0.594 0.878
H 0.777 1.478 0.776
H 0.714 -0.265 1.092
H 0.410 3.657 -0.789
H 0.888 2.971 -2.338
H -0.623 3.852 -2.192
H -1.452 1.393 0.514
H -2.741 2.015 -0.636
H -1.589 3.100 0.139
O 2.844 3.162 2.944
P 3.355 4.498 2.593
N 4.076 4.521 1.095
C 4.962 5.565 0.636
C 3.538 3.656 0.078
N 4.488 5.157 3.584
C 5.859 4.678 3.519
C 4.033 5.554 4.915
N 2.140 5.616 2.630
C 2.426 7.029 2.392
C 0.771 5.243 2.338
H 4.625 6.074 -0.273
H 5.940 5.125 0.378
H 5.194 6.289 1.413
H 2.783 4.186 -0.523
H 2.940 2.878 0.560
H 4.282 3.156 -0.546
H 6.050 3.897 4.265
H 6.053 4.255 2.538
H 6.580 5.477 3.715
H 3.395 4.794 5.372
H 4.900 5.776 5.533
H 3.438 6.469 4.879
H 2.819 7.216 1.385
H 1.505 7.596 2.511
H 3.169 7.406 3.093
H 0.603 4.180 2.509
H 0.482 5.523 1.321
H 0.101 5.737 3.051
O -7.292 0.508 0.299
P -6.828 -0.579 1.170
N -6.919 -0.218 2.793
C -5.821 -0.091 3.722
C -8.223 -0.002 3.359
N -5.258 -1.019 0.843
C -4.419 -0.065 0.154
C -4.561 -2.087 1.518
N -7.723 -1.974 0.990
C -8.669 -2.031 -0.124
C -7.909 -2.901 2.083
H -4.860 -0.014 3.219
H -5.754 -0.936 4.418
H -5.943 0.852 4.265
H -8.327 1.010 3.773
H -8.433 -0.681 4.196
H -8.993 -0.111 2.596
H -3.923 -0.515 -0.720
H -5.032 0.711 -0.299
H -3.598 0.342 0.753
H -4.386 -1.955 2.592
H -5.078 -3.039 1.373
H -3.566 -2.211 1.086
H -8.174 -2.386 -1.032
H -9.444 -2.767 0.099
H -9.144 -1.068 -0.295
H -8.618 -2.553 2.844
H -6.967 -3.121 2.587
H -8.268 -3.857 1.697
O -0.772 -4.788 4.579
P -0.225 -3.576 3.946
N 1.297 -3.253 4.526
C 2.000 -4.288 5.270
C 1.994 -2.007 4.310
N -1.201 -2.261 4.162
C -2.224 -2.338 5.198
C -0.879 -0.919 3.750
N -0.024 -3.660 2.296
C -1.019 -3.197 1.339
C 0.690 -4.844 1.844
H 2.940 -4.515 4.752
H 1.384 -5.177 5.350
H 2.257 -3.967 6.286
H 3.074 -2.180 4.411
H 1.803 -1.281 5.109
H 1.828 -1.639 3.299
H -2.734 -3.298 5.140
H -1.805 -2.208 6.199
H -2.976 -1.576 4.979
H -0.094 -0.858 2.998
H -1.771 -0.399 3.387
H -0.456 -0.326 4.576
H -0.602 -2.902 0.373
H -1.795 -3.954 1.172
H -1.481 -2.299 1.741
H 0.890 -4.771 0.772
H 0.121 -5.771 1.985
H 1.648 -4.929 2.361
O 2.494 -6.029 -4.986
P 1.943 -4.695 -4.706
N 0.806 -4.757 -3.496
C 0.112 -6.026 -3.286
C -0.036 -3.602 -3.240
N 1.208 -4.018 -6.037
C 1.093 -2.592 -6.313
C 0.647 -4.891 -7.046
N 2.989 -3.509 -4.207
C 3.495 -3.547 -2.829
C 3.987 -3.063 -5.177
H -0.209 -6.105 -2.246
H 0.790 -6.843 -3.516
H -0.767 -6.091 -3.942
H -0.390 -3.641 -2.206
H -0.882 -3.544 -3.934
H 0.538 -2.683 -3.282
H 0.040 -2.312 -6.398
H 1.584 -2.047 -5.513
H 1.603 -2.346 -7.253
H 0.970 -4.571 -8.041
H 0.999 -5.906 -6.872
H -0.449 -4.888 -7.007
H 3.955 -4.523 -2.653
H 4.166 -2.715 -2.625
H 2.655 -3.425 -2.148
H 4.132 -1.979 -5.069
H 3.702 -3.301 -6.196
H 4.981 -3.469 -4.955
```

Results
Kohn-Sham gap (Ha): 0.3118
Energy relative to the best compared isomer or geometry (same formula, charge and spin) (kJ/mol): 0.0
E (eV): -123630.4662
E_HOMO (eV): -8.27
SMILES: CN(C)P(=O)(N(C)C)N(C)C.CN(C)P(=O)(N(C)C)N(C)C.CN(C)P(=O)(N(C)C)N(C)C.CN(C)P(=O)(N(C)C)N(C)C.CN(C)P(=O)(N(C)C)N(C)C.O=C1OC[C@@H](F)O1
Net charge: 0

4.
Formula: C41H49N5O8P2SSiTi
Source: the Open Molecules 2025 dataset
Level of theory: wB97M-V/def2-TZVPD

```
108
C41H49N5O8P2SSiTi wB97M-V/def2-TZVPD
Ti -0.373 -1.327 0.327
C 1.263 -2.473 1.211
Si 2.883 -2.061 0.473
C 2.474 -1.295 -1.214
N 1.651 -0.076 -1.092
C 2.555 1.021 -0.660
C 2.085 2.382 -1.135
C 2.137 2.477 -2.666
C 1.859 1.100 -3.292
C 0.977 0.281 -2.360
C 4.072 -1.044 1.521
C 3.878 -0.904 2.895
C 4.793 -0.223 3.688
C 5.927 0.336 3.116
C 6.142 0.207 1.750
C 5.224 -0.480 0.969
C 3.869 -3.616 -0.005
C 3.301 -4.532 -0.900
C 3.954 -5.701 -1.261
C 5.203 -5.990 -0.726
C 5.785 -5.104 0.166
C 5.123 -3.932 0.518
H 1.217 -2.411 2.301
H 1.078 -3.521 0.937
H 1.865 -2.071 -1.692
H 3.350 -1.136 -1.862
H 3.557 0.831 -1.076
H 2.644 0.990 0.422
H 2.712 3.152 -0.678
H 1.072 2.545 -0.774
H 3.118 2.837 -2.990
H 1.401 3.206 -3.013
H 2.793 0.559 -3.467
H 1.376 1.201 -4.267
H 0.645 -0.647 -2.823
H 0.086 0.866 -2.107
H 2.987 -1.318 3.351
H 4.615 -0.122 4.751
H 6.639 0.873 3.731
H 7.024 0.640 1.295
H 5.411 -0.578 -0.096
H 2.320 -4.337 -1.322
H 3.487 -6.387 -1.957
H 5.717 -6.903 -1.003
H 6.757 -5.322 0.593
H 5.598 -3.253 1.217
N -4.108 -1.933 -3.186
C -2.804 -1.314 -2.713
C -2.323 -0.382 -3.817
P -3.250 -0.361 -1.209
O -4.110 -1.491 -0.454
O -4.137 0.744 -1.638
O -1.951 -0.058 -0.493
P -1.677 -2.774 -2.498
O -2.663 -3.820 -1.781
O -1.393 -3.236 -3.873
O -0.593 -2.367 -1.530
H -4.789 -1.194 -3.373
H -4.455 -2.547 -2.442
H -3.926 -2.493 -4.023
H -3.066 0.396 -4.008
H -2.103 -0.948 -4.723
H -1.407 0.112 -3.502
H -3.890 -1.707 0.470
H -2.537 -3.855 -0.805
O -2.561 6.479 4.304
C -3.479 5.607 3.817
O -4.593 5.984 3.585
C -2.987 4.227 3.519
C -3.675 3.479 2.567
C -3.249 2.205 2.251
C -2.143 1.648 2.898
C -1.475 2.373 3.879
C -1.896 3.663 4.171
N -1.731 0.345 2.494
C -2.721 -0.616 2.524
C -2.709 -1.983 2.108
C -3.796 -2.756 2.517
C -3.856 -4.161 2.191
C -2.829 -4.671 1.450
C -1.795 -3.844 0.986
N -1.723 -2.486 1.289
H -1.686 6.073 4.274
H -4.523 3.920 2.060
H -3.745 1.645 1.468
H -0.649 1.927 4.407
H -1.379 4.195 4.963
H -3.591 -0.314 3.089
H -4.543 -2.306 3.156
H -4.671 -4.775 2.545
H -2.790 -5.723 1.191
H -0.949 -4.247 0.449
S 0.867 0.936 2.351
C -0.470 0.065 1.948
N -1.134 2.884 -0.168
C -1.400 3.886 -1.068
C -0.863 5.168 -0.896
C -1.072 6.152 -1.847
C -1.814 5.892 -2.992
C -2.356 4.623 -3.159
C -2.161 3.629 -2.217
H -0.842 3.129 0.764
H -1.616 2.000 -0.257
H -0.270 5.378 -0.012
H -0.646 7.136 -1.692
H -1.973 6.664 -3.733
H -2.954 4.403 -4.036
H -2.625 2.656 -2.333
```

Results
Kohn-Sham gap (spin up / spin down) (Ha): 0.1756 / 0.2416
<S²>: 3.78
2S+1: 4
E (eV): -127558.3671
E_HOMO (spin up / spin down) (eV): -2.72 / -4.99
Net charge: -1

5.
Formula: C4H10O2
Source: the Open Molecules 2025 dataset
Level of theory: wB97M-V/def2-TZVPD

```
16
C4H10O2 wB97M-V/def2-TZVPD
O -1.190 2.370 1.074
C 0.020 2.350 0.999
C 0.774 3.689 1.112
C 0.000 0.000 0.000
C 0.861 1.130 0.632
H 0.130 4.425 1.621
H 0.952 4.031 0.079
H 1.742 3.644 1.639
H -0.966 -0.100 0.522
H 0.482 -0.991 -0.040
H -0.191 0.340 -1.032
H 1.275 0.675 1.552
H 1.712 1.392 -0.026
O 3.059 1.591 2.388
H 2.942 0.769 1.860
H 3.506 2.218 1.775
```

Results
Kohn-Sham gap (Ha): 0.3765
Energy relative to the best compared isomer or geometry (same formula, charge and spin) (kJ/mol): 87.8
E (eV): -8404.6367
E_HOMO (eV): -9.69
SMILES: CCC(C)=O.O
Net charge: 0

6.
Formula: C4H9N3
Source: the Open Molecules 2025 dataset
Level of theory: wB97M-V/def2-TZVPD

```
16
C4H9N3 wB97M-V/def2-TZVPD
C -0.366 1.864 0.898
N -0.006 0.636 1.519
N 2.054 -0.664 -0.968
C 0.445 -0.313 0.636
C -0.824 -1.106 0.109
C -1.682 -0.772 -0.849
N 0.997 0.022 -0.676
H 2.279 -0.806 -1.944
H 2.575 -1.190 -0.268
H 1.073 -1.063 1.151
H -1.012 -1.950 0.762
H -0.634 2.601 1.656
H -1.230 1.764 0.210
H 0.448 2.257 0.250
H -1.511 0.046 -1.533
H -2.607 -1.327 -0.951
```

Results
Kohn-Sham gap (spin up / spin down) (Ha): 0.3629 / 0.2506
Energy relative to the best compared isomer or geometry (same formula, charge and spin) (kJ/mol): 512.9
E (eV): -8759.2096
E_HOMO (spin up / spin down) (eV): -8.80 / -7.05
Net charge: 0